A molecular structure, C35H38Cl3NO2SeTcTe, computed with ωB97M-V/def2-TZVPD.

Each line ends with the Mulliken charge.
Geometry (Å):
C 0.650 -2.517 -1.409  -1.407
H 1.784 -2.698 1.740  0.381
H -4.548 -3.469 0.144  0.477
H -2.504 -6.391 3.533  0.349
C 4.590 3.589 -1.874  -0.888
C -0.780 1.263 4.343  0.034
H 7.315 4.973 -0.345  0.349
Se 2.444 0.408 -0.176  -0.123
C -1.658 -6.340 2.846  -1.577
H 3.805 1.376 2.324  0.209
C -2.277 2.615 2.031  0.648
H -4.061 -1.783 0.262  0.220
C -3.713 -2.786 0.004  -1.613
C -1.395 -2.430 1.065  0.070
H -0.860 4.784 1.266  0.263
H -1.814 -7.104 2.084  0.365
H -3.459 -5.103 1.246  0.428
H -3.459 -2.779 -1.058  0.293
C -0.355 1.490 2.966  0.517
H -2.283 5.706 0.711  0.411
Te -1.500 -0.489 0.208  1.807
C -2.540 -3.223 0.847  0.665
C 5.594 3.819 -0.942  0.452
Tc 0.452 1.388 0.450  -0.120
H 0.984 -1.811 -0.653  -0.306
H 2.871 2.940 -3.667  0.389
C -3.605 0.277 -2.238  -1.632
C -0.473 -2.320 -3.613  -0.982
C -1.558 -4.973 2.223  0.629
C 2.578 2.414 -2.760  -1.541
H 7.265 4.573 -2.062  0.332
C -1.463 -1.886 -4.480  0.659
C 0.930 -2.143 2.137  -1.012
C 5.605 3.057 0.218  -1.053
H -1.424 4.649 -0.410  0.278
C -0.447 -1.952 -2.271  0.622
C 3.650 1.873 -0.499  0.858
C -1.462 -1.104 -1.808  0.984
C -2.473 -0.635 -2.654  0.601
H 0.310 -2.972 -3.984  0.367
H -2.395 -2.854 -6.158  0.344
H -2.213 0.834 5.778  0.473
C -2.447 -1.043 -3.983  -0.752
H -3.474 0.725 -1.256  -0.094
H 1.602 2.790 -2.461  0.151
H -3.223 -0.682 -4.650  0.489
C -2.058 1.183 4.765  -0.556
C 4.651 2.077 0.460  0.609
H 6.381 3.224 0.957  0.292
O -3.805 3.561 0.517  -0.525
C -1.477 -2.313 -5.924  -1.566
C -1.739 4.765 0.625  -1.158
Cl 0.474 0.884 5.424  -0.123
H 5.556 1.612 2.351  0.409
H -3.708 1.093 -2.953  0.507
H 0.310 -3.417 -0.890  0.353
H 1.091 -2.033 3.212  0.596
H -0.755 -6.591 3.401  0.356
H 6.208 5.825 -1.427  0.357
H 0.357 -4.522 3.051  0.390
C -0.346 -2.894 1.862  1.012
N -1.043 2.202 2.009  -0.018
H -1.434 -1.447 -6.586  0.364
C 6.654 4.855 -1.203  -1.471
H -4.549 -0.273 -2.230  0.362
C 4.721 1.277 1.738  -1.568
Cl -0.725 2.189 -1.282  -0.427
C 3.608 2.622 -1.684  1.192
H 2.451 1.357 -3.003  0.369
H 4.856 0.213 1.534  0.380
H 1.510 -2.787 -2.019  0.451
O 0.711 1.029 2.547  -0.459
C -2.694 3.660 0.962  0.350
H 0.944 -1.157 1.691  -0.549
C -2.586 -4.484 1.422  -0.899
C -0.458 -4.164 2.431  -0.915
Cl -4.697 1.061 4.800  -0.160
C -3.242 1.498 4.019  0.559
H -0.633 -2.961 -6.156  0.352
C -3.344 2.169 2.844  -0.849
H -4.329 2.462 2.507  0.566
H 4.573 4.172 -2.789  0.403

## Properties
ΔE to the lowest compared entry with this formula, charge and spin in kJ/mol: 13.8
Electronic energy in a.u.: -5692.3383
Orbital gap (alpha / beta) in eV: 5.713 / 5.667
Total charge: +1
HOMO (alpha / beta) in eV: -10.790 / -10.745